Formula: C4H25NO8
Source: the OMol25 dataset
Level of theory: ωB97M-V/def2-TZVPD

Last column: Löwdin charge in e.
Geometry (Å):
C1 -0.281 -0.659 0.252  -0.030
N1 -0.215 0.411 -0.392  -0.029
C2 1.020 0.943 -0.897  -0.262
C3 1.528 2.274 -0.310  -0.234
C4 2.942 2.525 -0.803  -0.113
H1 0.536 -1.139 0.804  0.070
H2 -1.272 -1.088 0.396  0.063
H3 1.809 0.158 -0.871  0.112
H4 0.905 1.118 -1.965  0.104
H5 0.817 2.984 -0.753  0.114
H6 1.394 2.372 0.770  0.078
H7 3.089 3.615 -0.768  0.076
H8 3.775 2.126 -0.232  0.067
H9 3.028 2.272 -1.854  0.069
O1 -2.120 -2.911 2.142  -0.046
H10 -2.650 -3.193 1.393  0.037
H11 -1.199 -2.765 1.992  -0.006
O2 3.022 -1.328 2.314  -0.057
H12 3.950 -1.084 2.359  0.037
H13 2.723 -0.929 1.490  0.005
O3 -2.685 1.850 -0.064  -0.073
H14 -2.560 1.918 0.885  0.033
H15 -1.897 1.385 -0.399  -0.015
O4 0.053 -1.100 -3.371  -0.026
H16 0.713 -0.608 -3.864  0.040
H17 0.537 -1.754 -2.915  0.001
O5 1.166 2.073 3.050  -0.052
H18 2.021 1.754 3.350  0.036
H19 0.509 1.924 3.731  0.039
O6 -4.249 -1.601 0.655  -0.058
H20 -3.576 -0.936 0.454  0.013
H21 -4.087 -1.644 1.609  0.031
O7 -0.033 -3.596 -0.238  -0.046
H22 0.431 -3.274 0.541  0.015
H23 0.668 -4.062 -0.702  0.047
O8 -3.610 0.677 -2.899  -0.067
H24 -3.364 1.190 -2.108  0.003
H25 -2.838 0.100 -2.782  0.023

Summary:
HOMO-LUMO gap = 9.95 eV
Structure (SMILES) = C=NCCC.O.O.O.O.O.O.O.O
E_tot = -824.0001 hartree
Relative energy (zero: lowest compared OMol25 entry of this formula, charge and spin) = 66.8 kcal/mol